No. 1
{"formula": "C26H71Cl2N6O7Pd2", "method": "wB97M-V/def2-TZVPD", "elements": ["Pd", "Pd", "Cl", "Cl", "O", "O", "O", "O", "O", "O", "O", "N", "N", "N", "N", "N", "N", "C", "C", "C", "C", "C", "C", "C", "C", "C", "C", "C", "C", "C", "C", "C", "C", "C", "C", "C", "C", "C", "C", "C", "C", "C", "C", "H", "H", "H", "H", "H", "H", "H", "H", "H", "H", "H", "H", "H", "H", "H", "H", "H", "H", "H", "H", "H", "H", "H", "H", "H", "H", "H", "H", "H", "H", "H", "H", "H", "H", "H", "H", "H", "H", "H", "H", "H", "H", "H", "H", "H", "H", "H", "H", "H", "H", "H", "H", "H", "H", "H", "H", "H", "H", "H", "H", "H", "H", "H", "H", "H", "H", "H", "H", "H", "H", "H"], "xyz": [[-3.609, -0.934, -1.148], [0.628, -1.241, 0.147], [0.872, -1.373, -2.491], [-1.658, -0.020, 0.240], [4.674, 4.431, -1.728], [0.921, -0.943, 2.450], [-2.380, 4.592, 3.136], [-4.147, 1.156, -1.104], [5.118, -4.622, -1.022], [-0.242, -3.270, 0.491], [-4.183, -2.168, 0.711], [-2.678, -0.265, -3.092], [2.595, -2.349, 0.501], [3.618, 1.753, -1.933], [-2.703, -3.131, -1.309], [1.741, 0.775, 0.387], [-0.307, 3.525, 0.211], [-3.713, 1.905, -2.334], [3.126, 1.928, 1.909], [-4.193, -3.613, 0.609], [-5.071, 1.875, -0.234], [-3.815, -4.000, -0.881], [-2.644, 4.164, 4.443], [-2.196, 1.822, -4.238], [4.799, -1.708, -0.400], [5.332, -6.003, -0.875], [-3.357, -5.469, -0.982], [4.980, 5.451, -0.721], [3.252, 4.221, -1.838], [2.981, 2.857, -2.578], [-4.511, -1.765, 2.098], [1.365, 0.384, 2.703], [0.050, -4.605, 0.774], [1.530, 2.586, -2.711], [-1.190, 4.338, 1.035], [2.426, 0.638, 1.649], [-0.112, -1.316, 3.346], [-2.320, 4.906, 0.143], [-1.592, 3.690, 2.365], [-2.491, 1.170, -2.882], [3.596, -2.721, -0.588], [3.941, -4.190, -0.319], [-0.155, -5.216, 2.154], [3.453, 2.963, -3.555], [3.534, 1.750, 2.904], [-3.215, -5.609, -2.053], [-0.291, 4.252, -0.490], [-0.688, -0.458, 3.693], [5.250, -1.658, 0.591], [-2.825, 3.094, 4.544], [4.375, -6.524, -0.879], [3.392, 0.852, -2.329], [-3.491, 4.655, 4.922], [1.149, 1.574, 0.565], [1.111, 2.686, -1.710], [4.612, 1.919, -2.007], [-3.016, 5.453, 0.780], [-0.257, -5.208, -0.081], [6.016, -6.144, -0.038], [1.129, -4.740, 0.701], [2.423, 2.750, 2.043], [3.163, -0.153, 1.785], [-1.876, 4.572, 5.101], [-0.680, 3.521, 2.938], [3.197, -2.674, -1.601], [-2.881, 4.106, -0.341], [0.236, -6.233, 2.179], [0.593, 1.153, 2.659], [1.793, 0.519, 3.696], [3.134, -4.857, -0.626], [5.926, 5.902, -1.019], [4.297, -4.426, 0.684], [-2.438, -5.673, -0.431], [1.045, 3.413, -3.229], [-1.911, -0.620, -3.645], [-4.586, 1.795, -2.977], [-5.062, -4.085, 1.067], [0.452, -4.517, 2.731], [-1.394, 1.197, -4.631], [-1.909, -3.263, -0.699], [-4.887, -0.744, 2.161], [-5.462, 1.264, 0.579], [-5.227, -2.352, 2.675], [3.940, 2.260, 1.264], [-1.976, 2.882, -4.109], [-1.656, 1.279, -2.190], [-0.726, 5.272, 1.352], [5.042, 5.133, 0.320], [-2.019, 5.583, -0.656], [4.423, -0.705, -0.601], [2.703, 4.192, -0.897], [-3.377, -0.362, -3.815], [-0.839, 2.770, -0.198], [4.340, 6.332, -0.770], [-0.840, -2.011, 2.928], [3.136, -2.074, 1.308], [-4.761, -3.804, -1.386], [-3.562, 2.965, -2.126], [1.312, 1.573, -3.049], [-2.417, -3.706, -2.089], [-2.138, 2.764, 2.179], [-4.101, -6.178, -0.618], [2.716, 5.015, -2.359], [-4.698, 2.756, 0.289], [-3.390, -3.960, 1.260], [-1.187, -5.062, 2.468], [2.163, -3.203, 0.825], [-3.095, 1.791, -4.854], [-3.595, -1.559, 2.652], [5.837, -6.293, -1.796], [5.582, -1.776, -1.155], [2.345, 1.084, -0.361], [-5.979, 2.183, -0.753], [0.347, -1.833, 4.188]], "homo_energy_ev": [-9.7, -9.9], "spin_multiplicity": 5, "mol_weight_g_mol": 863.635, "orbital_gap_ev": [7.302, 4.993], "e_lumo_ha": [-0.089, -0.181], "max_force_ev_per_a": 3.57, "s2": 6.010, "total_charge": 1}


No. 2
{"formula": "C26H71N3O11", "method": "wB97M-V/def2-TZVPD", "elements": ["O", "O", "O", "O", "O", "O", "O", "O", "O", "O", "O", "N", "N", "N", "C", "C", "C", "C", "C", "C", "C", "C", "C", "C", "C", "C", "C", "C", "C", "C", "C", "C", "C", "C", "C", "C", "C", "C", "C", "C", "H", "H", "H", "H", "H", "H", "H", "H", "H", "H", "H", "H", "H", "H", "H", "H", "H", "H", "H", "H", "H", "H", "H", "H", "H", "H", "H", "H", "H", "H", "H", "H", "H", "H", "H", "H", "H", "H", "H", "H", "H", "H", "H", "H", "H", "H", "H", "H", "H", "H", "H", "H", "H", "H", "H", "H", "H", "H", "H", "H", "H", "H", "H", "H", "H", "H", "H", "H", "H", "H", "H"], "xyz": [[-1.132, 0.585, -4.077], [2.862, -1.843, -1.720], [-2.991, -1.656, 2.042], [-4.077, 3.315, 3.827], [11.079, -0.322, 4.337], [-7.723, -0.010, -1.694], [-3.269, -3.494, -3.113], [2.520, 4.578, 1.355], [4.820, 0.170, 1.916], [-2.138, 0.326, 0.291], [-4.497, 3.378, -2.572], [-4.532, 0.606, -1.186], [7.314, -0.400, 3.938], [0.390, -3.230, -2.494], [2.787, -3.159, -1.531], [-3.999, 3.036, 2.417], [-5.681, 3.863, -3.233], [2.005, 4.866, 0.043], [-1.129, 0.354, -0.670], [12.030, 0.416, 5.155], [-1.041, -3.365, -2.135], [-5.292, 1.800, -0.828], [-5.332, -0.635, -1.100], [-1.788, -3.602, 1.535], [-8.679, 0.055, -2.729], [-4.647, 3.153, -1.167], [-4.055, -3.328, -4.262], [5.052, -0.723, 2.992], [-1.870, -3.271, -3.446], [1.287, -3.468, -1.348], [8.708, -0.791, 3.783], [-6.542, -0.747, -2.063], [-3.154, -2.876, 1.333], [6.463, -1.330, 3.124], [4.157, -1.354, -1.499], [-2.583, 3.410, 2.047], [2.307, 3.685, -0.910], [9.713, 0.085, 4.540], [3.477, 0.572, 1.680], [0.186, 0.211, 0.025], [-1.272, -4.304, -1.632], [-1.057, -2.904, 1.127], [-6.584, 3.400, -2.835], [8.854, -1.822, 4.106], [-5.764, 4.950, -3.251], [0.973, 0.140, -0.726], [-1.218, 1.266, -1.261], [1.913, 2.752, -0.507], [12.132, 1.474, 4.912], [-4.943, -3.893, -3.981], [0.685, -2.307, -2.780], [1.836, 3.776, -1.889], [4.713, -0.110, 3.827], [-8.287, 0.422, -3.677], [6.783, -1.386, 2.084], [-2.202, 3.017, 1.105], [13.046, 0.050, 5.012], [3.274, -3.503, -0.619], [-2.330, -1.162, 1.552], [6.462, -2.338, 3.539], [-2.520, 4.478, 1.837], [7.055, -0.470, 4.911], [4.323, -1.519, 2.835], [11.782, 0.319, 6.212], [0.957, -2.855, -0.509], [3.472, 4.454, 1.355], [-4.036, -3.409, 1.690], [3.069, 1.086, 2.551], [-4.683, 3.669, 1.851], [-5.509, 3.512, -4.251], [-4.780, 2.766, 4.182], [-0.354, 0.079, -3.843], [-1.604, -4.036, -4.175], [4.006, -0.277, -1.567], [-5.435, 1.785, 0.252], [-4.143, 1.963, 2.288], [-3.602, 3.294, -0.891], [-6.190, -0.278, -2.982], [-1.528, -3.747, 2.584], [-5.584, -0.728, -0.044], [1.155, -4.476, -0.953], [-4.212, 0.564, -2.143], [-5.246, 3.915, -0.669], [9.542, 1.121, 4.245], [0.306, -0.764, 0.498], [9.468, -0.067, 5.591], [4.508, -1.570, -0.490], [-9.169, -0.894, -2.948], [-4.283, -2.293, -4.517], [-3.578, -3.739, -5.152], [-6.693, -1.798, -2.310], [-1.831, 3.174, 2.800], [3.213, -3.685, -2.386], [-6.292, 1.845, -1.260], [-1.715, -4.614, 1.138], [2.915, -0.290, 1.322], [-2.988, 0.509, -0.115], [2.363, 5.821, -0.341], [4.822, -1.716, -2.284], [-1.680, -2.301, -3.906], [0.339, 0.960, 0.802], [-3.196, -2.662, 0.266], [0.919, 4.832, 0.133], [3.387, 3.557, -0.991], [3.682, 1.330, 0.924], [-0.789, 1.359, -4.523], [-9.501, 0.683, -2.388], [-4.643, -1.451, -1.319], [-1.358, -2.627, -1.399], [-1.151, -0.493, -1.356], [8.993, -0.690, 2.736]], "homo_energy_ev": [-10.7, -10.7], "spin_multiplicity": 2, "mol_weight_g_mol": 601.864, "orbital_gap_ev": [7.895, 2.593], "e_lumo_ha": [-0.103, -0.298], "max_force_ev_per_a": 4.77, "s2": 0.754, "total_charge": 1}